Computed, not measured: a structure of composition C12H20N2S in a non-equilibrium geometry, with wB97M-V/def2-TZVPD.

Output
LUMO	0.350	eV
gap between HOMO and LUMO	8.6	eV
charge	0
ΔE to the lowest compared entry with this formula, charge and spin	9.392	eV
2S+1	1

CARTESIAN COORDINATES (ANGSTROEM)
1 C -5.42 0.68 -0.27
2 C -4.70 -0.05 0.82
3 C -2.37 -0.53 -0.52
4 C -1.42 -1.01 -1.41
5 C 0.14 0.86 -0.90
6 C 1.56 1.24 -1.10
7 C 2.28 1.13 0.25
8 C 2.49 -0.07 0.86
9 C 1.22 -0.50 1.76
10 C 3.14 -1.24 0.06
11 C 4.68 -1.19 -0.56
12 C -0.88 1.32 -0.06
13 H -6.57 -0.10 -0.50
14 H -4.60 0.66 -1.34
15 H -5.57 1.88 0.18
16 H -5.55 -0.54 1.44
17 H -4.12 0.35 1.62
18 H -1.50 -1.88 -1.99
19 H 1.91 0.67 -2.10
20 H 1.42 2.28 -1.47
21 H 3.22 1.51 -0.21
22 H 1.89 2.12 0.78
23 H 3.23 0.15 1.55
24 H 1.26 -1.66 2.16
25 H 1.28 0.20 2.69
26 H 0.15 -0.35 1.13
27 H 2.60 -2.21 0.78
28 H 2.38 -1.34 -0.86
29 H 5.56 -1.09 0.21
30 H 4.72 -2.25 -1.26
31 H 4.60 -0.10 -0.98
32 H -0.75 2.10 0.72
33 N -0.26 -0.33 -1.56
34 N -2.06 0.67 0.17
35 S -3.98 -1.37 -0.10

***

Computed, not measured: a cluster of 2 separate species, C22H25N3O3 in total in a non-equilibrium geometry, with wB97M-V/def2-TZVPD.

Output
LUMO	-0.469	eV
gap between HOMO and LUMO	7.7	eV
charge	0
ΔE to the lowest compared entry with this formula, charge and spin	18.750	eV
2S+1	1

CARTESIAN COORDINATES (ANGSTROEM)
1 C 2.31 -1.24 5.54
2 H 1.67 -2.23 5.84
3 H 3.13 -1.66 4.90
4 H 2.76 -1.02 6.43
5 C 1.24 -0.32 4.89
6 C 0.67 -0.55 3.61
7 C 1.21 -0.19 2.36
8 C 0.70 -0.94 1.20
9 C -0.51 -1.61 1.27
10 C -1.15 -1.79 2.62
11 C -0.26 -1.33 3.70
12 H -0.80 -1.61 4.58
13 H -2.22 -2.42 2.62
14 N -1.06 -1.91 0.22
15 C -0.71 -1.82 -1.13
16 O -1.37 -1.88 -2.10
17 C 0.45 -0.97 -1.14
18 C 1.20 -0.52 -0.07
19 H 2.27 -0.19 -0.02
20 C 1.23 -0.69 -2.55
21 N 1.24 0.53 -2.96
22 C 0.26 1.60 -2.93
23 O 0.36 2.68 -2.81
24 N -1.00 0.98 -2.98
25 H -0.99 -0.46 -2.98
26 C -2.27 1.47 -2.50
27 C -2.81 1.18 -1.16
28 C -1.65 1.56 -0.08
29 C -2.09 1.42 1.14
30 C -3.21 0.57 1.54
31 C -3.89 -0.03 0.49
32 C -3.74 0.25 -0.90
33 H -4.31 0.00 -1.59
34 H -4.97 -0.59 0.67
35 H -3.45 0.27 2.49
36 H -1.24 1.65 2.06
37 H -0.97 2.06 -0.38
38 H -3.05 1.46 -3.19
39 H -2.03 2.58 -2.70
40 C 2.69 1.36 -2.97
41 H 3.18 0.82 -2.20
42 H 2.54 2.51 -2.53
43 C 3.05 1.47 -4.42
44 O 3.14 0.22 -5.02
45 H 2.48 -0.32 -5.16
46 H 2.29 1.99 -4.77
47 H 3.93 1.93 -4.23
48 H 0.39 -1.32 -3.16
49 H 2.26 -1.33 -2.61
50 H -1.96 -2.31 0.14
51 H 2.28 0.09 2.37
52 H 0.72 0.03 5.68
53 H 2.07 0.54 4.88

***

Computed, not measured: the molecule C6H7BrFNO in a non-equilibrium geometry, with wB97M-V/def2-TZVPD.

Output
LUMO	0.747	eV
gap between HOMO and LUMO	8.8	eV
charge	0
ΔE to the lowest compared entry with this formula, charge and spin	0.000	eV
SMILES	CO/C=N/C=C\C=C(/F)Br
2S+1	1

CARTESIAN COORDINATES (ANGSTROEM)
1 C -1.42 -2.27 -0.35
2 O -0.57 -1.94 0.78
3 C -0.46 -0.65 1.02
4 N -1.00 0.33 0.42
5 C -0.81 1.64 0.29
6 C 0.22 2.13 -0.43
7 C 1.31 1.21 -0.84
8 C 2.03 0.58 0.08
9 F 1.89 0.74 1.39
10 Br 3.29 -0.64 -0.44
11 H -1.60 -3.42 -0.25
12 H -0.89 -2.09 -1.42
13 H -2.44 -1.68 -0.25
14 H 0.13 -0.61 2.04
15 H -1.59 2.39 0.63
16 H 0.27 3.10 -0.72
17 H 1.63 1.18 -1.94

***

Computed, not measured: a structure of composition C4H12CsO2 in a non-equilibrium geometry, with wB97M-V/def2-TZVPD.

Output
LUMO	-3.090	eV
gap between HOMO and LUMO	11.6	eV
charge	+1
ΔE to the lowest compared entry with this formula, charge and spin	3.403	eV
2S+1	1

CARTESIAN COORDINATES (ANGSTROEM)
1 Cs 1.39 -0.32 1.73
2 C 0.48 -2.44 -0.64
3 C -0.83 -1.64 -0.31
4 O -0.60 -0.95 0.94
5 H 0.60 -3.31 0.00
6 H 1.45 -1.95 -0.56
7 H 0.49 -2.84 -1.65
8 H -1.75 -2.21 -0.38
9 H -0.97 -0.86 -1.06
10 H -0.90 -1.49 1.68
11 C -0.62 2.07 -0.54
12 C 0.22 1.92 0.72
13 O 1.51 1.55 0.35
14 H -0.66 1.12 -1.07
15 H -0.17 2.80 -1.20
16 H -1.62 2.40 -0.24
17 H -0.20 1.12 1.33
18 H 0.38 2.87 1.22
19 H 1.81 2.17 -0.32

***

Computed, not measured: a structure of composition C3H7NO3S2 in a non-equilibrium geometry, with wB97M-V/def2-TZVPD.

Output
LUMO	-0.052	eV
gap between HOMO and LUMO	8.9	eV
charge	0
ΔE to the lowest compared entry with this formula, charge and spin	1.074	eV
2S+1	1

CARTESIAN COORDINATES (ANGSTROEM)
1 C -2.20 0.29 0.97
2 C -1.03 0.59 0.43
3 C 0.17 0.90 1.08
4 N 0.96 1.64 0.32
5 O 1.61 -0.12 -1.40
6 O -0.26 -1.73 -1.51
7 O 2.08 -2.42 -1.47
8 S 1.00 -1.27 1.06
9 S 1.18 -1.40 -0.94
10 H -3.16 0.16 0.41
11 H -2.31 0.27 1.96
12 H -1.10 0.82 -0.59
13 H 0.39 1.02 2.09
14 H -0.20 -2.22 -2.43
15 H 1.03 1.41 -0.69
16 H 1.83 2.05 0.72

***

Computed, not measured: a cluster of 2 separate species, C5H15NO2 in total, with wB97M-V/def2-TZVPD.

Output
LUMO	0.613	eV
gap between HOMO and LUMO	9.3	eV
charge	0
ΔE to the lowest compared entry with this formula, charge and spin	1.215	eV
SMILES	CC[C@@H](CO)NC.O
2S+1	1

CARTESIAN COORDINATES (ANGSTROEM)
1 C 1.39 -1.99 -0.01
2 C 0.47 -0.91 0.56
3 C -0.30 -0.18 -0.55
4 C -1.81 -0.12 -0.33
5 O -2.45 -1.39 -0.46
6 N 0.13 1.20 -0.77
7 C 1.23 1.36 -1.73
8 H 1.96 -2.48 0.79
9 H 0.81 -2.79 -0.45
10 H 2.08 -1.59 -0.75
11 H -0.24 -1.39 1.24
12 H 1.08 -0.19 1.09
13 H -0.17 -0.77 -1.46
14 H -2.21 0.51 -1.12
15 H -1.99 0.36 0.64
16 H -2.75 -1.69 0.39
17 H 0.38 1.59 0.14
18 H 1.35 2.40 -1.99
19 H 0.90 0.82 -2.63
20 H 2.17 0.95 -1.36
21 O 1.10 1.84 2.75
22 H 0.37 2.41 3.00
23 H 0.74 0.95 2.83

***

Computed, not measured: a structure of composition C21H53FGaO5 in a non-equilibrium geometry, with wB97M-V/def2-TZVPD.

Output
LUMO	2.068	eV
gap between HOMO and LUMO	6.7	eV
charge	-1
ΔE to the lowest compared entry with this formula, charge and spin	0.586	eV
2S+1	1

CARTESIAN COORDINATES (ANGSTROEM)
1 C 1.90 0.37 2.95
2 O 0.49 0.59 2.89
3 C -0.06 -0.21 1.85
4 C -0.15 0.53 0.50
5 C -1.09 -0.15 -0.50
6 C -0.53 -1.48 -1.09
7 C -0.18 -1.36 -2.61
8 C 1.29 -0.95 -2.86
9 C 2.27 -2.12 -2.60
10 C 3.77 -1.68 -2.54
11 Ga 5.02 -2.84 -3.67
12 F 6.80 -2.26 -3.35
13 H 2.35 0.53 1.95
14 H 2.32 1.12 3.62
15 H 2.17 -0.65 3.26
16 H -1.09 -0.46 2.17
17 H 0.49 -1.15 1.69
18 H -0.58 1.53 0.73
19 H 0.85 0.74 0.08
20 H -1.32 0.58 -1.29
21 H -2.05 -0.33 0.02
22 H -1.34 -2.22 -1.02
23 H 0.31 -1.88 -0.50
24 H -0.44 -2.29 -3.13
25 H -0.82 -0.56 -3.01
26 H 1.38 -0.71 -3.93
27 H 1.57 -0.04 -2.32
28 H 2.14 -2.82 -3.44
29 H 2.01 -2.68 -1.69
30 H 3.91 -0.64 -2.86
31 H 4.09 -1.79 -1.49
32 H 4.79 -2.62 -5.26
33 H 5.00 -4.40 -3.29
34 C -2.97 3.74 0.44
35 C -2.47 3.65 -0.99
36 C -2.91 4.85 -1.82
37 O -2.95 2.45 -1.60
38 H -4.07 3.76 0.46
39 H -2.66 2.87 1.01
40 H -2.60 4.64 0.93
41 H -1.38 3.58 -1.00
42 H -4.00 4.91 -1.86
43 H -2.55 4.77 -2.84
44 H -2.54 5.78 -1.39
45 H -3.91 2.49 -1.61
46 C -2.13 -1.70 5.20
47 C -1.01 -2.61 5.67
48 C -0.29 -2.03 6.88
49 O -0.08 -2.82 4.61
50 H -1.74 -0.72 4.90
51 H -2.64 -2.13 4.33
52 H -2.87 -1.54 5.99
53 H -1.42 -3.59 5.93
54 H 0.16 -1.06 6.63
55 H 0.51 -2.69 7.20
56 H -0.98 -1.88 7.72
57 H 0.28 -1.96 4.37
58 C 5.67 -2.48 2.67
59 C 5.33 -1.04 2.31
60 C 6.48 -0.36 1.59
61 O 4.99 -0.31 3.49
62 H 6.53 -2.51 3.34
63 H 4.83 -2.95 3.18
64 H 5.90 -3.06 1.77
65 H 4.44 -1.02 1.67
66 H 7.37 -0.33 2.23
67 H 6.22 0.67 1.34
68 H 6.73 -0.88 0.67
69 H 5.76 -0.31 4.07
70 C -5.88 2.54 -5.91
71 C -5.58 2.46 -4.43
72 C -5.08 1.08 -4.03
73 O -6.75 2.79 -3.68
74 H -6.66 1.84 -6.19
75 H -6.23 3.54 -6.18
76 H -4.99 2.32 -6.51
77 H -4.82 3.21 -4.16
78 H -5.84 0.32 -4.25
79 H -4.88 1.04 -2.96
80 H -4.17 0.82 -4.57
81 H -7.43 2.14 -3.89

***

Computed, not measured: a cluster of 2 separate species, C3H5NO in total in a non-equilibrium geometry, with wB97M-V/def2-TZVPD.

Output
LUMO	0.859	eV
gap between HOMO and LUMO	9.9	eV
charge	0
ΔE to the lowest compared entry with this formula, charge and spin	3.959	eV
2S+1	1

CARTESIAN COORDINATES (ANGSTROEM)
1 O 1.74 -1.09 0.42
2 C 1.38 0.10 0.31
3 N 0.22 0.35 -0.31
4 C -1.14 0.68 0.02
5 C -0.69 -0.76 -0.30
6 H 2.01 0.92 0.64
7 H -1.41 1.02 1.02
8 H -1.57 1.32 -0.76
9 H -1.02 -1.01 -1.32
10 H 0.47 -1.54 0.26